# C28H36BrF25NO5S

4 unconnected molecules or ions with the total composition C28H36BrF25NO5S at a distorted geometry (ωB97M-V/def2-TZVPD, the OMol25 dataset).

## Properties
**F_max**: 0.175 Eh/bohr
**Charge**: +1
**Frontier orbital gap**: 6.90 eV
**Electronic energy**: -190145.2607 eV
**LUMO level**: -0.229 Eh

Bonds (Å) are listed after each position.
Atoms and positions in Å:
1 C 4.630 -3.734 2.885  C2 1.662, H20 1.173, H21 1.193, H22 1.171
2 C 4.219 -2.125 2.819  C1 1.662, C3 1.642, H23 1.183, H24 1.170
3 C 3.895 -1.650 1.282  C2 1.642, C4 1.643, H25 1.188, H26 1.192
4 C 3.174 -0.178 1.157  C3 1.643, C5 1.654, H27 1.191, H28 1.177
5 C 1.861 0.014 2.143  C4 1.654, C6 1.662, H29 1.188, H30 1.176
6 C 0.526 0.592 1.340  C5 1.662, C7 1.639, H31 1.181, H32 1.189
7 C -0.833 -0.191 1.817  C6 1.639, C8 1.645, C19 1.663, H33 1.188
8 C -1.247 0.535 3.234  C7 1.645, C9 1.664, H34 1.187, H35 1.174
9 C -2.819 -0.009 3.252  C8 1.664, S10 1.872, N14 1.374
10 S -3.467 -0.206 4.997  C9 1.872, O11 1.547, O12 1.550, F13 1.730
11 O -5.007 -0.143 5.141  S10 1.547
12 O -2.881 0.945 5.854  S10 1.550
13 F -2.873 -1.680 5.679  S10 1.730
14 N -3.379 -0.226 2.016  C9 1.374, C15 1.514, C19 1.543
15 C -4.795 -0.700 1.764  N14 1.514, Br16 2.039, C17 1.664, H36 1.170
16 Br -5.846 0.834 0.925  C15 2.039
17 C -4.894 -1.967 0.690  C15 1.664, C18 1.671, H37 1.171, H38 1.192
18 C -5.812 -3.201 1.345  C17 1.671, H39 1.175, H40 1.192, H41 1.188
19 C -2.256 0.095 1.006  C7 1.663, N14 1.543, H42 1.171, H43 1.192
20 H 5.669 -3.853 3.417  C1 1.173
21 H 4.653 -4.212 1.792  C1 1.193
22 H 3.833 -4.325 3.506  C1 1.171
23 H 5.114 -1.471 3.233  C2 1.183
24 H 3.301 -1.980 3.531  C2 1.170
25 H 4.942 -1.562 0.729  C3 1.188
26 H 3.292 -2.476 0.669  C3 1.192
27 H 3.944 0.694 1.413  C4 1.191
28 H 2.848 0.003 0.040  C4 1.177
29 H 2.102 0.746 3.048  C5 1.188
30 H 1.572 -1.031 2.598  C5 1.176
31 H 0.717 0.494 0.179  C6 1.181
32 H 0.457 1.753 1.588  C6 1.189
33 H -0.615 -1.312 2.144  C7 1.188
34 H -1.374 1.677 2.938  C8 1.187
35 H -0.596 0.336 4.191  C8 1.174
36 H -5.386 -1.032 2.717  C15 1.170
37 H -3.852 -2.332 0.300  C17 1.171
38 H -5.514 -1.603 -0.261  C17 1.192
39 H -6.530 -2.823 2.194  C18 1.175
40 H -6.520 -3.674 0.510  C18 1.192
41 H -5.066 -4.010 1.789  C18 1.188
42 H -2.322 1.101 0.411  C19 1.171
43 H -2.228 -0.797 0.216  C19 1.192
44 C 7.730 -0.119 6.247  C45 1.536, O51 1.432, H58 1.097, H59 1.096
45 C 9.182 0.312 6.504  C44 1.536, C46 1.524, F49 1.360, F50 1.373
46 C 9.388 1.809 6.706  C45 1.524, F47 1.353, F48 1.361, H60 1.095
47 F 8.996 2.542 5.639  C46 1.353
48 F 10.706 2.091 6.894  C46 1.361
49 F 9.974 -0.171 5.509  C45 1.360
50 F 9.596 -0.329 7.645  C45 1.373
51 O 7.349 -0.289 4.877  C44 1.432, C52 1.426
52 C 6.991 0.909 4.191  O51 1.426, C53 1.534, F56 1.356, F57 1.359
53 C 7.983 1.284 3.082  C52 1.534, F54 1.357, F55 1.359, H61 1.092
54 F 9.253 1.386 3.550  C53 1.357
55 F 7.673 2.489 2.534  C53 1.359
56 F 6.812 1.900 5.100  C52 1.356
57 F 5.766 0.676 3.650  C52 1.359
58 H 7.625 -1.122 6.680  C44 1.097
59 H 7.007 0.492 6.798  C44 1.096
60 H 8.847 2.169 7.587  C46 1.095
61 H 7.978 0.535 2.287  C53 1.092
62 C -5.519 -2.146 -5.389  C63 1.536, O69 1.432, H76 1.097, H77 1.096
63 C -4.160 -2.470 -6.028  C62 1.536, C64 1.524, F67 1.360, F68 1.373
64 C -3.347 -3.544 -5.315  C63 1.524, F65 1.353, F66 1.361, H78 1.095
65 F -3.055 -3.218 -4.035  C64 1.353
66 F -2.153 -3.735 -5.939  C64 1.361
67 F -3.450 -1.319 -6.173  C63 1.360
68 F -4.412 -2.908 -7.305  C63 1.373
69 O -5.555 -1.019 -4.505  C62 1.432, C70 1.426
70 C -5.120 -1.276 -3.172  O69 1.426, C71 1.534, F74 1.356, F75 1.359
71 C -3.812 -0.556 -2.819  C70 1.534, F72 1.357, F73 1.359, H79 1.092
72 F -2.816 -0.854 -3.691  C71 1.357
73 F -3.370 -0.919 -1.585  C71 1.359
74 F -5.054 -2.618 -2.981  C70 1.356
75 F -6.119 -0.835 -2.363  C70 1.359
76 H -6.188 -1.862 -6.211  C62 1.097
77 H -5.994 -3.028 -4.944  C62 1.096
78 H -3.873 -4.505 -5.314  C64 1.095
79 H -3.951 0.528 -2.827  C71 1.092
80 C -3.382 2.345 -6.073  C81 1.536, O87 1.432, H94 1.097, H95 1.096
81 C -3.464 3.071 -4.722  C80 1.536, C82 1.524, F85 1.360, F86 1.373
82 C -3.851 4.543 -4.798  C81 1.524, F83 1.353, F84 1.361, H96 1.095
83 F -2.981 5.277 -5.529  C82 1.353
84 F -3.865 5.101 -3.557  C82 1.361
85 F -2.295 2.895 -4.050  C81 1.360
86 F -4.417 2.423 -3.975  C81 1.373
87 O -2.081 2.242 -6.663  C80 1.432, C88 1.426
88 C -1.647 3.392 -7.386  O87 1.426, C89 1.534, F92 1.356, F93 1.359
89 C -0.462 4.105 -6.723  C88 1.534, F90 1.357, F91 1.359, H97 1.092
90 F -0.730 4.447 -5.437  C89 1.357
91 F -0.156 5.258 -7.375  C89 1.359
92 F -2.710 4.209 -7.592  C88 1.356
93 F -1.281 2.943 -8.616  C88 1.359
94 H -3.673 1.304 -5.884  C80 1.097
95 H -4.127 2.709 -6.790  C80 1.096
96 H -4.851 4.669 -5.225  C82 1.095
97 H 0.425 3.467 -6.722  C89 1.092